1.
Here is the molecule C3H4Cl2 at a distorted geometry from OMol25. Energies are from wB97M-V/def2-TZVPD.

As for the multiplicity: 3. The maximum force is 6.2 eV/Å. As for the energy above the lowest of the compared OMol25 structures with the same formula, charge and spin: 51.0 kcal/mol. The value obtained for the gap between HOMO and LUMO (alpha / beta) is 0.1762 / 0.2482 Eh.

CARTESIAN COORDINATES (ANGSTROEM)
C: -0.0191 0.9074 -0.0003
C: 0.6433 -0.3950 0.5243
C: -0.6150 -0.3967 -0.5125
Cl: 2.2246 -0.9075 -0.0657
Cl: -2.2077 -0.9184 0.0893
H: -0.2815 1.4741 0.8197
H: 0.3663 1.4537 -0.8951
H: 0.2281 -0.5636 1.4765
H: -0.3391 -0.6542 -1.4362

Forces on the atoms, in the same order (eV/Å):
C 1.015 -3.266 -3.139
C -1.624 2.062 -0.563
C -2.466 3.578 4.462
Cl 3.342 -0.806 -0.632
Cl -0.297 -0.197 -0.389
H -1.491 1.152 1.413
H 0.544 -0.273 0.910
H 0.254 -0.794 1.338
H 0.723 -1.457 -3.399

2.
Here is a structure of composition C3H4Cl2FNO2 at a distorted geometry from OMol25. Energies are from wB97M-V/def2-TZVPD.

The maximum force is 4.4 eV/Å. As for the energy above the lowest of the compared OMol25 structures with the same formula, charge and spin: 21.2 kcal/mol. The value obtained for the gap between HOMO and LUMO is 0.3699 Eh.

CARTESIAN COORDINATES (ANGSTROEM)
C: -0.5576 0.7929 0.9839
C: 0.6844 -1.1791 -0.4876
C: 1.0778 0.1034 -0.0328
N: -1.5980 0.7152 -0.0537
O: -2.0066 1.6100 -0.7621
O: -2.0856 -0.4493 -0.0204
F: 2.0117 0.1040 0.9447
Cl: 1.8066 -1.8499 -1.8122
Cl: 1.5711 1.2405 -1.2492
H: -0.2329 1.7574 1.2597
H: -0.8434 0.0806 1.8569
H: -0.3306 -1.0698 -0.9544
H: 0.5031 -1.8559 0.3272

Forces on the atoms, in the same order (eV/Å):
C 2.095 -2.413 -1.049
C -1.584 -1.901 -2.712
C -1.299 3.127 2.779
N -1.743 -1.977 1.364
O 1.059 -0.360 0.549
O 0.203 1.651 -0.906
F -0.048 -0.171 0.034
Cl -0.806 0.157 1.318
Cl -0.442 0.233 0.124
H 0.091 1.137 0.074
H 0.741 1.320 -1.900
H 1.169 -0.288 0.048
H 0.565 -0.516 0.277